Record 1
The following is a DFT calculation (ωB97M-V with the def2-TZVPD basis set) of a cluster of 2 separate species, C51H55FN3OSi in total.

For the HOMO energy, the calculation gives -10.7 eV. Its total charge is +1. The strongest force on any atom is 0.0511 Eh/bohr.

Element x y z (Å)
C (-3.082, -0.461, 4.568)
Si (-4.187, 0.457, 3.391)
C (-5.937, -0.182, 3.470)
C (-4.107, 2.295, 3.675)
O (-3.681, 0.152, 1.835)
C (-2.594, 0.513, 1.019)
C (-2.927, 1.781, 0.182)
C (-4.247, 2.197, 0.023)
C (-4.535, 3.234, -0.872)
C (-3.521, 3.809, -1.641)
C (-2.196, 3.406, -1.463)
C (-1.906, 2.436, -0.502)
C (-1.309, 0.650, 1.825)
C (-0.956, 1.915, 2.291)
C (0.205, 2.063, 3.058)
C (0.988, 0.950, 3.356)
C (0.579, -0.322, 2.947)
C (-0.616, -0.486, 2.240)
C (-2.511, -0.650, -0.028)
C (-3.825, -0.830, -0.820)
C (-3.578, -0.284, -2.226)
C (-2.061, -0.081, -2.357)
N (-1.506, -0.318, -1.032)
C (-0.201, -0.483, -0.845)
C (0.737, 0.043, -1.747)
C (1.988, -0.521, -1.776)
C (3.144, 0.184, -2.294)
C (4.417, 0.038, -1.689)
C (5.508, 0.749, -2.176)
C (5.360, 1.625, -3.264)
C (4.125, 1.760, -3.895)
C (3.023, 1.061, -3.411)
H (-3.607, -0.459, 5.532)
H (-2.951, -1.504, 4.259)
H (-2.086, -0.029, 4.724)
H (-6.312, -0.095, 4.498)
H (-6.615, 0.376, 2.816)
H (-5.994, -1.238, 3.187)
H (-4.801, 2.516, 4.499)
H (-3.102, 2.617, 3.980)
H (-4.404, 2.903, 2.808)
H (-5.036, 1.726, 0.617)
H (-5.562, 3.593, -0.942)
H (-3.751, 4.605, -2.352)
H (-1.382, 3.843, -2.045)
H (-0.867, 2.167, -0.294)
H (-1.615, 2.765, 2.093)
H (0.477, 3.051, 3.423)
H (1.922, 1.060, 3.903)
H (1.147, -1.216, 3.215)
H (-1.040, -1.482, 2.067)
H (-2.234, -1.597, 0.477)
H (-3.962, -1.912, -0.888)
H (-4.701, -0.415, -0.307)
H (-3.905, -1.001, -2.984)
H (-4.106, 0.657, -2.415)
H (-1.626, -0.818, -3.043)
H (-1.801, 0.915, -2.763)
H (0.162, -1.070, 0.013)
H (0.446, 0.865, -2.423)
H (2.154, -1.416, -1.166)
H (4.483, -0.585, -0.792)
H (6.468, 0.649, -1.674)
H (6.234, 2.165, -3.636)
H (4.002, 2.432, -4.751)
H (2.041, 1.164, -3.890)
F (5.622, -3.518, -0.848)
C (5.011, -4.264, -1.902)
C (6.051, -5.266, -2.437)
C (7.278, -5.476, -1.796)
C (8.256, -6.231, -2.449)
C (7.996, -6.805, -3.697)
C (6.737, -6.673, -4.292)
C (5.758, -5.908, -3.643)
C (3.752, -4.901, -1.327)
C (3.439, -6.250, -1.473)
C (2.220, -6.732, -0.985)
C (1.357, -5.885, -0.288)
C (1.711, -4.545, -0.088)
C (2.919, -4.064, -0.578)
C (4.721, -3.203, -2.999)
C (6.036, -2.571, -3.482)
C (5.988, -2.506, -4.998)
C (4.633, -3.045, -5.426)
N (4.028, -3.681, -4.228)
C (2.619, -3.541, -4.185)
C (2.029, -2.278, -4.321)
C (0.783, -2.119, -3.713)
N (0.280, -3.031, -2.893)
C (0.628, -4.307, -3.140)
C (1.819, -4.623, -3.798)
H (7.458, -5.044, -0.809)
H (9.230, -6.350, -1.976)
H (8.778, -7.357, -4.220)
H (6.499, -7.127, -5.256)
H (4.762, -5.792, -4.083)
H (4.131, -6.918, -1.983)
H (1.961, -7.777, -1.150)
H (0.412, -6.274, 0.100)
H (1.040, -3.875, 0.456)
H (3.231, -3.040, -0.375)
H (4.070, -2.436, -2.544)
H (6.165, -1.594, -2.996)
H (6.869, -3.205, -3.157)
H (6.143, -1.486, -5.364)
H (6.773, -3.148, -5.419)
H (4.014, -2.217, -5.791)
H (4.671, -3.786, -6.235)
H (2.584, -1.422, -4.685)
H (0.237, -1.188, -3.869)
H (-0.031, -5.103, -2.780)
H (2.185, -5.645, -3.894)

Record 2
The following is a DFT calculation (ωB97M-V with the def2-TZVPD basis set) of a structure of composition C51H55N12ORbSSi.

For the HOMO energy, the calculation gives -5.8 eV. The strongest force on any atom is 0.0100 Eh/bohr.

Element x y z (Å)
Rb (-0.785, 0.211, 1.491)
C (-2.650, 3.250, 2.033)
C (-1.249, 3.537, 1.437)
C (-1.259, 3.558, -0.071)
C (-1.607, 4.713, -0.769)
C (-1.647, 4.682, -2.151)
C (-1.332, 3.500, -2.803)
C (-0.988, 2.403, -2.031)
N (-0.953, 2.419, -0.700)
N (-2.706, 1.965, 2.730)
C (-4.052, 1.427, 2.778)
C (-4.594, 1.039, 1.417)
C (-5.958, 0.799, 1.265)
C (-6.433, 0.383, 0.037)
C (-5.539, 0.236, -1.015)
C (-4.207, 0.518, -0.776)
N (-3.736, 0.903, 0.410)
C (-2.100, 2.079, 4.049)
C (-1.811, 0.769, 4.759)
C (-1.376, 0.807, 6.081)
C (-1.008, -0.371, 6.698)
C (-1.121, -1.563, 5.993)
C (-1.600, -1.509, 4.701)
N (-1.932, -0.369, 4.085)
H (-3.379, 3.226, 1.224)
H (-2.951, 4.067, 2.708)
H (-0.557, 2.757, 1.752)
H (-0.862, 4.484, 1.815)
H (-1.837, 5.621, -0.226)
H (-1.914, 5.568, -2.712)
H (-1.340, 3.430, -3.883)
H (-0.725, 1.460, -2.502)
H (-4.758, 2.124, 3.264)
H (-4.029, 0.520, 3.385)
H (-6.626, 0.933, 2.107)
H (-7.489, 0.185, -0.104)
H (-5.867, -0.076, -1.998)
H (-3.470, 0.433, -1.570)
H (-2.704, 2.719, 4.715)
H (-1.132, 2.579, 3.932)
H (-1.297, 1.755, 6.598)
H (-0.630, -0.363, 7.712)
H (-0.829, -2.509, 6.428)
H (-1.711, -2.410, 4.107)
C (0.726, -3.219, 2.173)
C (1.325, -2.340, 3.250)
C (2.016, -2.886, 4.321)
C (2.540, -1.991, 5.257)
C (2.367, -0.639, 5.103)
C (1.641, -0.125, 3.981)
N (1.135, -1.033, 3.090)
N (1.417, 1.168, 3.724)
Si (2.186, 2.493, 4.440)
C (4.062, 2.420, 4.309)
C (1.785, 2.791, 6.259)
C (1.641, 4.056, 3.548)
H (1.495, -3.824, 1.688)
H (0.243, -2.598, 1.417)
H (-0.021, -3.902, 2.591)
H (2.150, -3.956, 4.414)
H (3.088, -2.366, 6.115)
H (2.766, 0.051, 5.836)
H (4.462, 1.499, 4.740)
H (4.524, 3.266, 4.828)
H (4.377, 2.456, 3.261)
H (2.122, 1.968, 6.896)
H (0.709, 2.907, 6.410)
H (2.273, 3.706, 6.611)
H (1.714, 3.926, 2.464)
H (2.264, 4.910, 3.833)
H (0.603, 4.312, 3.788)
C (5.684, -0.986, -11.637)
O (6.211, -0.419, -10.452)
C (5.452, -0.493, -9.330)
C (6.018, 0.045, -8.174)
C (5.325, 0.019, -6.985)
C (4.048, -0.544, -6.916)
C (3.494, -1.072, -8.071)
C (4.181, -1.054, -9.281)
C (3.340, -0.556, -5.628)
N (3.807, -0.059, -4.508)
C (2.815, -0.276, -3.579)
C (1.750, -0.922, -4.142)
N (2.100, -1.110, -5.462)
C (0.567, -1.284, -3.422)
C (-0.538, -1.947, -3.968)
C (-1.616, -2.229, -3.168)
C (-1.570, -1.837, -1.824)
N (-0.542, -1.210, -1.289)
C (0.525, -0.928, -2.059)
C (1.661, -0.221, -1.440)
N (1.541, 0.108, -0.146)
C (2.536, 0.730, 0.454)
C (3.722, 1.074, -0.216)
C (3.852, 0.758, -1.544)
C (2.800, 0.093, -2.189)
H (6.445, -0.853, -12.400)
H (4.769, -0.476, -11.947)
H (5.481, -2.052, -11.509)
H (7.008, 0.478, -8.236)
H (5.757, 0.435, -6.085)
H (2.504, -1.512, -8.062)
H (3.718, -1.473, -10.161)
H (1.552, -1.555, -6.174)
H (-0.543, -2.234, -5.013)
H (-2.488, -2.739, -3.557)
H (-2.406, -2.035, -1.157)
H (2.385, 0.969, 1.507)
H (4.513, 1.584, 0.320)
H (4.742, 1.007, -2.107)
S (-3.494, -2.284, 1.642)
C (-3.943, -3.796, 1.122)
N (-5.209, -4.247, 0.919)
C (-5.238, -5.689, 0.709)
C (-3.802, -5.947, 0.229)
N (-3.105, -4.818, 0.824)
H (-5.966, -3.735, 1.339)
H (-5.976, -5.971, -0.038)
H (-5.450, -6.226, 1.637)
H (-3.736, -5.933, -0.862)
H (-3.412, -6.895, 0.592)
H (-2.126, -4.625, 0.695)

Record 3
The following is a DFT calculation (ωB97M-V with the def2-TZVPD basis set) of a structure of composition C51H56As2MoN3O2P.

The spin multiplicity is 3. For the HOMO energy (alpha / beta), the calculation gives -13.3 / -13.4 eV. Its total charge is +2. The strongest force on any atom is 0.0083 Eh/bohr.

Element x y z (Å)
Mo (-0.356, -0.101, 0.472)
N (-2.259, -1.105, 1.300)
C (-3.154, -2.217, 0.850)
C (-3.101, -2.470, -0.647)
C (-2.118, -3.588, -0.991)
C (-0.744, -3.380, -0.374)
N (-0.238, -2.026, -0.727)
H (-2.094, -1.243, 2.292)
H (-2.849, -0.277, 1.276)
H (-4.167, -1.973, 1.176)
H (-2.855, -3.116, 1.392)
H (-2.830, -1.537, -1.156)
H (-4.094, -2.727, -1.015)
H (-2.014, -3.680, -2.075)
H (-2.508, -4.545, -0.640)
H (-0.050, -4.124, -0.771)
H (-0.745, -3.487, 0.709)
H (-0.536, -1.868, -1.688)
H (0.777, -2.086, -0.831)
C (-0.314, -3.005, 3.322)
C (1.086, -3.516, 3.138)
C (1.455, -4.674, 3.821)
C (2.749, -5.154, 3.784)
C (3.713, -4.470, 3.057)
C (3.360, -3.332, 2.358)
C (2.041, -2.851, 2.366)
P (1.755, -1.220, 1.562)
C (2.991, -1.248, 0.206)
C (2.875, -2.400, -0.595)
C (3.651, -2.596, -1.720)
C (4.568, -1.619, -2.078)
C (4.691, -0.483, -1.302)
C (3.927, -0.266, -0.149)
C (4.250, 0.970, 0.644)
C (2.057, -0.064, 2.904)
C (3.242, -0.008, 3.634)
C (3.372, 0.918, 4.652)
C (2.311, 1.768, 4.949)
C (1.114, 1.669, 4.260)
C (0.963, 0.732, 3.240)
C (-0.372, 0.479, 2.597)
H (-1.034, -3.823, 3.320)
H (-0.568, -2.311, 2.523)
H (-0.414, -2.482, 4.276)
H (0.707, -5.195, 4.405)
H (3.011, -6.049, 4.331)
H (4.735, -4.821, 3.032)
H (4.123, -2.818, 1.791)
H (2.213, -3.203, -0.282)
H (3.552, -3.506, -2.296)
H (5.193, -1.746, -2.953)
H (5.418, 0.270, -1.579)
H (4.654, 1.739, -0.014)
H (5.026, 0.742, 1.377)
H (3.404, 1.386, 1.177)
H (4.064, -0.672, 3.398)
H (4.296, 0.984, 5.210)
H (2.414, 2.499, 5.739)
H (0.284, 2.314, 4.521)
H (-1.038, 1.330, 2.757)
H (-0.799, -0.363, 3.149)
C (-1.821, 1.188, -2.793)
C (-2.154, 2.405, -1.957)
As (-2.184, 2.020, -0.038)
C (-3.998, 1.376, 0.242)
C (-4.451, 1.190, 1.552)
C (-5.727, 0.702, 1.797)
C (-6.565, 0.393, 0.734)
C (-6.124, 0.577, -0.568)
C (-4.847, 1.065, -0.815)
C (-2.299, 3.853, 0.600)
C (-3.339, 4.287, 1.412)
C (-3.417, 5.625, 1.777)
C (-2.467, 6.529, 1.332)
C (-1.431, 6.095, 0.517)
C (-1.342, 4.762, 0.154)
As (-0.030, 0.586, -2.289)
C (1.121, 2.001, -2.900)
C (0.787, 2.688, -4.068)
C (1.634, 3.669, -4.556)
C (2.817, 3.962, -3.889)
C (3.157, 3.268, -2.739)
C (2.311, 2.285, -2.239)
C (0.311, -0.813, -3.580)
C (1.632, -1.090, -3.920)
C (1.915, -2.119, -4.806)
C (0.885, -2.877, -5.348)
C (-0.432, -2.604, -5.011)
C (-0.722, -1.573, -4.127)
H (-1.864, 1.397, -3.863)
H (-2.507, 0.360, -2.596)
H (-3.110, 2.861, -2.217)
H (-1.394, 3.178, -2.085)
H (-3.814, 1.443, 2.396)
H (-6.071, 0.578, 2.815)
H (-7.562, 0.020, 0.921)
H (-6.781, 0.351, -1.398)
H (-4.536, 1.213, -1.841)
H (-4.109, 3.612, 1.755)
H (-4.233, 5.957, 2.406)
H (-2.534, 7.570, 1.616)
H (-0.684, 6.794, 0.166)
H (-0.514, 4.447, -0.470)
H (-0.121, 2.458, -4.611)
H (1.374, 4.202, -5.460)
H (3.475, 4.729, -4.272)
H (4.080, 3.494, -2.221)
H (2.580, 1.745, -1.343)
H (2.439, -0.496, -3.507)
H (2.941, -2.323, -5.083)
H (1.110, -3.674, -6.045)
H (-1.236, -3.180, -5.450)
H (-1.760, -1.351, -3.900)
O (0.393, 2.986, 1.467)
N (1.310, 2.537, 0.882)
O (1.121, 1.288, 0.380)

Energy relative to the best compared isomer or geometry (same formula, charge and spin) values (in kJ/mol) by entry order: 39.0, 7.3, 0.0.